ORCA calculation (ωB97M-V with the def2-TZVPD basis set) on a cluster of 2 separate species, C9H17BClF3NOS in total in a non-equilibrium geometry.

Values from the calculation:
M	290.57	g mol⁻¹
LUMO energy	2.96	eV
energy	-1666.12838	Ha
net charge	-1
strongest force on any atom	1.36	eV Å⁻¹

Cartesian coordinates (Å):
1 F -2.55540 -0.65708 4.54376
2 C -2.26777 -1.09218 3.29124
3 F -3.33171 -1.83658 2.90535
4 F -2.24944 -0.00843 2.49684
5 O -1.17524 -1.84495 3.25169
6 C 0.06895 -1.15249 2.97814
7 B 1.30543 -2.24188 2.91569
8 Cl 0.67993 -3.76792 1.96879
9 N 2.49982 -1.60772 2.07799
10 C 2.86337 -0.50691 2.33901
11 S 3.18756 1.06402 2.52679
12 H 0.28138 -0.42578 3.76657
13 H 0.03212 -0.65555 2.00628
14 H 1.65928 -2.56910 4.01808
15 C -0.32793 -1.53230 -1.67306
16 C 0.36747 -0.31330 -1.07477
17 C -0.53059 0.91830 -0.97945
18 C -1.04276 1.45111 -2.31898
19 C 0.04729 1.82204 -3.32311
20 C 0.96100 2.94366 -2.83849
21 H -0.64653 -1.35790 -2.70418
22 H 0.34990 -2.38651 -1.67713
23 H -1.20478 -1.80637 -1.08315
24 H 1.26776 -0.08357 -1.65277
25 H 0.71023 -0.56730 -0.06963
26 H 0.01183 1.70946 -0.45380
27 H -1.39272 0.67883 -0.34891
28 H -1.66391 2.33328 -2.12784
29 H -1.70706 0.71190 -2.77641
30 H -0.43311 2.13783 -4.25463
31 H 0.64629 0.94229 -3.57255
32 H 0.38527 3.84607 -2.61978
33 H 1.70051 3.19544 -3.60138
34 H 1.50358 2.65955 -1.93619

Löwdin atomic charge list, values in e, 8 entries: 0.127, -0.721, 0.130, 0.139, -0.012, -0.180, -0.928, 0.417

ORCA calculation (ωB97M-V with the def2-TZVPD basis set) on a structure of composition C18H20FeN2O11P2 in a non-equilibrium geometry.

Values from the calculation:
multiplicity	6
<S²>	8.76
energy above the lowest of the compared OMol25 structures with the same formula, charge and spin	37.07	kJ/mol
M	558.15	g mol⁻¹
LUMO energy (alpha / beta)	2.62 / 2.09	eV
energy	-3581.93771	Ha
net charge	-1
strongest force on any atom	1.06	eV Å⁻¹

Cartesian coordinates (Å):
1 Fe -0.33065 -0.00110 -0.27127
2 C -3.92745 -2.32191 -0.09945
3 O -3.39695 -3.13655 0.94182
4 C -2.63869 -2.58885 1.93689
5 C -2.61089 -3.29907 3.12124
6 C -1.83336 -2.88545 4.20158
7 C -1.08957 -1.73291 4.09252
8 C -1.08070 -0.99643 2.90188
9 C -0.32857 0.24620 2.84837
10 N -0.18795 0.87836 1.75090
11 N 0.33302 2.14451 1.76792
12 C 0.20362 2.63354 0.55516
13 O -0.31569 1.99052 -0.43061
14 C 0.66549 4.02130 0.30038
15 C 0.53142 4.55897 -0.97397
16 C 0.95939 5.85240 -1.23104
17 C 1.52610 6.61207 -0.21774
18 C 1.66643 6.07374 1.05548
19 C 1.23778 4.78326 1.31570
20 C -1.84451 -1.42031 1.78271
21 O -1.82935 -0.78008 0.64093
22 H -4.68610 -2.94016 -0.57845
23 H -4.39335 -1.42280 0.30696
24 H -3.16311 -2.03808 -0.81811
25 H -3.21401 -4.19690 3.18059
26 H -1.83144 -3.46274 5.11638
27 H -0.49203 -1.37801 4.92395
28 H 0.06568 0.67860 3.76925
29 H 0.10573 3.94325 -1.75432
30 H 0.86052 6.26343 -2.22744
31 H 1.86561 7.62066 -0.42063
32 H 2.11629 6.66190 1.84607
33 H 1.33984 4.34668 2.29938
34 O 3.19749 -2.26509 -0.35496
35 P 2.59826 -0.88268 -0.94257
36 O 3.66900 0.06084 -1.27418
37 O 1.51779 -0.48138 0.07387
38 O 1.79450 -1.47580 -2.20821
39 P 0.67809 -0.77530 -3.17573
40 O -0.07234 -2.08781 -3.70352
41 O 1.25898 -0.00118 -4.26730
42 O -0.30068 -0.10643 -2.19553
43 H 4.14578 -2.26505 -0.52615
44 H -0.57096 -2.45365 -2.95133
45 C 0.68830 -3.56540 0.88591
46 C 0.15610 -3.58057 -0.51477
47 C 0.55735 -4.73187 -1.39520
48 O -0.54661 -2.68865 -0.95152
49 H 1.59946 -4.15720 0.96470
50 H -0.07727 -4.00392 1.53299
51 H 0.88175 -2.54713 1.21712
52 H 0.66455 -5.65692 -0.82932
53 H 1.53572 -4.47318 -1.81056
54 H -0.14530 -4.85550 -2.21568

Löwdin atomic charge list, values in e, 8 entries: 1.098, -0.069, -0.085, -0.228, -0.028, -0.109, -0.070, -0.144

ORCA calculation (ωB97M-V with the def2-TZVPD basis set) on a cluster of 7 separate species, C35H63F12N2O9 in total in a non-equilibrium geometry.

Values from the calculation:
energy above the lowest of the compared OMol25 structures with the same formula, charge and spin	388.32	kJ/mol
M	883.87	g mol⁻¹
LUMO energy	-2.00	eV
energy	-3355.55335	Ha
net charge	+1
strongest force on any atom	16.64	eV Å⁻¹

Cartesian coordinates (Å):
1 C -0.34692 -4.21714 7.63411
2 C 0.09156 -3.47700 6.45961
3 C -0.67594 -2.17676 6.30413
4 N -0.63075 -1.22087 5.12813
5 C -1.05030 -1.88148 3.90983
6 C -1.15385 -1.03048 2.71553
7 C -2.04916 0.17797 2.87929
8 C -1.71443 0.96719 4.13823
9 C -1.56604 -0.06944 5.34088
10 C 0.79861 -0.74575 5.05490
11 H 0.06258 -5.04095 7.84175
12 H -1.20428 -4.31404 7.84994
13 H 0.13286 -3.85337 8.59325
14 H -0.35274 -4.13320 5.87060
15 H 1.13068 -3.40573 6.07842
16 H -0.45861 -1.72814 7.29115
17 H -1.77440 -2.53755 6.24400
18 H -2.04538 -2.02007 3.97163
19 H -0.39458 -2.60959 3.87502
20 H -1.53764 -1.52254 1.94562
21 H -0.00684 -0.56601 2.43773
22 H -3.18400 0.03907 3.03174
23 H -1.93979 0.78663 2.12989
24 H -2.38292 1.54308 4.55770
25 H -0.97946 1.54258 4.05645
26 H -2.67629 -0.20977 5.72775
27 H -1.40421 0.49932 6.33233
28 H 0.89184 -0.09655 4.25706
29 H 1.63784 -1.49484 4.77747
30 H 1.06850 -0.28138 5.97240
31 C -0.54134 3.53862 -6.66729
32 C -0.09425 2.24041 -5.90771
33 C 0.55443 2.61051 -4.48176
34 N 0.97717 1.37793 -3.74636
35 C 2.01587 0.63512 -4.34352
36 C 2.37864 -0.75523 -3.64020
37 C 2.93943 -0.21737 -2.20048
38 C 1.90865 0.74686 -1.48529
39 C 1.42819 1.82896 -2.43616
40 C -0.34202 0.56034 -3.49807
41 H 0.14173 4.44084 -6.65213
42 H -1.22512 4.06456 -5.89321
43 H -0.98863 3.36935 -7.67280
44 H 0.67567 1.62911 -6.52565
45 H -0.89817 1.56790 -5.93433
46 H -0.18996 3.11432 -3.95525
47 H 1.44769 3.51016 -4.63880
48 H 2.95095 1.19602 -4.58026
49 H 1.81138 0.19600 -5.41408
50 H 3.19785 -1.23771 -3.97375
51 H 1.74607 -1.58614 -3.51692
52 H 3.79765 0.14396 -2.48306
53 H 3.16043 -1.01059 -1.59843
54 H 2.39960 1.15339 -0.65615
55 H 1.02490 0.24721 -1.22867
56 H 2.28912 2.34099 -2.50969
57 H 0.74881 2.46788 -1.82641
58 H -0.61521 0.10945 -4.16913
59 H -1.17657 1.15485 -3.28757
60 H -0.22712 -0.35659 -2.71793
61 C -2.46830 -0.59189 -0.79667
62 O -1.51921 0.42003 -0.47414
63 H -2.97421 -0.25487 -1.72035
64 H -2.94331 -0.81864 0.17579
65 H -1.91073 -1.57384 -0.97887
66 C 0.70903 -2.99165 -0.55171
67 C 1.97839 -3.49265 0.07755
68 O 2.85196 -2.32584 0.39346
69 C 4.01294 -2.54714 1.12705
70 O 4.25873 -3.54875 1.75756
71 C 4.82798 -1.30829 1.37746
72 F 6.13950 -1.66699 0.96983
73 F 4.46870 -0.20005 0.60852
74 F 4.81681 -0.82606 2.58428
75 H 0.99237 -2.41921 -1.21384
76 H -0.02914 -2.58454 0.17124
77 H 0.27027 -3.82013 -1.21260
78 H 2.58853 -4.10806 -0.72566
79 H 1.56633 -4.06918 0.87147
80 C -3.92144 2.54885 0.15701
81 C -3.36140 3.10202 -1.15310
82 O -2.92327 4.45699 -0.92725
83 C -2.24538 5.17836 -2.00435
84 O -2.15605 4.72539 -3.09716
85 C -1.59025 6.47344 -1.71305
86 F -2.38527 7.46325 -2.10871
87 F -1.40343 6.65058 -0.43713
88 F -0.43452 6.49805 -2.32870
89 H -3.01605 2.41122 0.75868
90 H -4.43019 1.74670 0.22969
91 H -4.58121 3.27688 0.52061
92 H -4.12382 3.13064 -2.12551
93 H -2.63607 2.42007 -1.53414
94 C -3.57211 -3.62997 -2.77698
95 C -2.37596 -3.19590 -3.69711
96 O -1.38415 -4.20872 -3.58541
97 C -0.29152 -4.04852 -4.31651
98 O -0.08990 -3.13343 -5.10741
99 C 0.74463 -5.12464 -4.19042
100 F 1.14893 -5.66554 -5.38387
101 F 1.83216 -4.71173 -3.50004
102 F 0.28896 -6.13830 -3.38634
103 H -4.30548 -2.79454 -2.80972
104 H -3.21646 -4.01235 -1.87180
105 H -4.05479 -4.37773 -3.20653
106 H -2.12142 -2.02641 -3.42915
107 H -2.72901 -3.33590 -4.60667
108 C 0.21823 4.05271 0.83563
109 C 0.68324 2.69999 1.40195
110 O 2.00168 2.94205 2.09139
111 C 2.62795 1.86810 2.66352
112 O 2.47410 0.69312 2.16640
113 C 3.55809 2.25415 3.76623
114 F 4.78402 1.83078 3.54688
115 F 3.61598 3.64795 3.79081
116 F 3.10441 1.88917 4.97828
117 H 1.13343 4.43405 0.47695
118 H -0.18825 4.63330 1.79254
119 H -0.54516 3.85701 0.22390
120 H 0.74121 1.96286 0.65109
121 H -0.09288 2.27944 2.03965

Löwdin atomic charge list, values in e, 8 entries: -0.064, -0.212, -0.115, -0.243, -0.129, -0.126, -0.155, -0.114

ORCA calculation (ωB97M-V with the def2-TZVPD basis set) on an isolated molecule of C7H10 in a non-equilibrium geometry.

Values from the calculation:
energy above the lowest of the compared OMol25 structures with the same formula, charge and spin	453.43	kJ/mol
SMILES	C#C[C@@H]1[C@H](C)[C@@H]1C
M	94.16	g mol⁻¹
LUMO energy	0.38	eV
energy	-272.54530	Ha
net charge	0
strongest force on any atom	1.08	eV Å⁻¹

Cartesian coordinates (Å):
1 C -1.86665 -1.83586 1.34144
2 C -0.74454 -1.50580 0.98928
3 C -0.87218 -0.11909 0.43996
4 C -0.36338 0.35946 -0.87918
5 C 0.52554 -0.44597 -1.78943
6 C 0.12896 0.97953 0.41253
7 C 1.52510 0.80620 0.93529
8 H -2.91459 -1.74217 1.49095
9 H -1.86883 0.26398 0.66427
10 H -1.11951 0.93310 -1.41063
11 H -0.06822 -1.05635 -2.48022
12 H 1.13555 0.23969 -2.38676
13 H 1.19207 -1.11762 -1.24155
14 H -0.33132 1.93085 0.67334
15 H 2.19808 1.52179 0.45355
16 H 1.53564 0.99380 2.01479
17 H 1.90827 -0.20554 0.77238

Löwdin atomic charge list, values in e, 8 entries: 0.129, -0.050, -0.314, -0.265, -0.064, -0.275, -0.065, 0.061